1.
Computed, not measured: the molecule C4H7NO at a distorted geometry, with ωB97M-V/def2-TZVPD.

The geometry in XYZ format:
```
13
C4H7NO ωB97M-V/def2-TZVPD
C 1.73546 0.33592 0.49836
C 0.33950 -0.26977 -0.46806
C -1.11462 -1.09482 -0.40034
N -1.74490 0.20403 -0.10318
C -0.53954 0.86506 -0.06298
O -0.21252 1.90552 0.44856
H 2.57778 -0.00812 -0.07836
H 1.88956 1.45048 0.60750
H 1.71923 -0.02180 1.52900
H 0.72370 -0.40105 -1.48518
H -1.31587 -1.87400 0.33886
H -1.51312 -1.46447 -1.37242
H -2.43093 0.35806 0.62612
```

orbital gap	10.522	eV
net charge	0
energy above the lowest of the compared OMol25 structures with the same formula, charge and spin	75.0	kcal/mol
SMILES	C[C@H]1CNC1=O
E_tot	-7796.3914	eV
molar mass	85.1	u

These are the natural (NBO) partial charges, in e, on atoms 1 to 8: atom 1 (C): -0.57, atom 2 (C): -0.34, atom 3 (C): -0.20, atom 4 (N): -0.64, atom 5 (C): 0.66, atom 6 (O): -0.60, atom 7 (H): 0.20, atom 8 (H): 0.26



2.
Computed, not measured: the molecule C4H7NO, with ωB97M-V/def2-TZVPD.

The geometry in XYZ format:
```
13
C4H7NO ωB97M-V/def2-TZVPD
H -2.52462 -1.38550 0.00456
N -2.03277 -1.05031 0.83564
C -0.93621 -0.61543 0.38649
C 0.22916 0.01342 1.10948
C 0.81522 0.89100 0.00155
C 0.51359 0.07126 -1.25574
O -0.66373 -0.66448 -0.94513
H -0.07299 0.55185 2.00994
H 0.92775 -0.78062 1.40479
H 1.88005 1.09680 0.11401
H 0.27023 1.84059 -0.03376
H 1.31255 -0.63809 -1.49994
H 0.29570 0.67861 -2.13851
```

orbital gap	10.762	eV
net charge	0
energy above the lowest of the compared OMol25 structures with the same formula, charge and spin	18.5	kcal/mol
SMILES	[H]/N=C1/CCCO1
E_tot	-7798.8439	eV
molar mass	85.1	u

These are the natural (NBO) partial charges, in e, on atoms 1 to 8: atom 1 (H): 0.34, atom 2 (N): -0.68, atom 3 (C): 0.56, atom 4 (C): -0.49, atom 5 (C): -0.43, atom 6 (C): -0.07, atom 7 (O): -0.51, atom 8 (H): 0.24



3.
Computed, not measured: a cluster of 3 separate species, C4H7NO in total at a distorted geometry, with ωB97M-V/def2-TZVPD.

The geometry in XYZ format:
```
13
C4H7NO ωB97M-V/def2-TZVPD
C -1.26706 -0.84358 -0.18614
C -0.06226 -0.90570 -0.75648
C 1.02774 -1.60309 -0.13593
N 1.90213 -2.19401 0.34173
H -2.11541 -0.44407 -0.72922
H -1.45031 -1.21137 0.81965
H 0.11847 -0.49823 -1.74629
H -1.71645 0.99672 0.59244
H -1.24713 1.57141 0.64979
C 1.20294 1.27332 0.29042
O 0.46542 2.22768 0.28066
H 1.82468 1.02234 -0.58811
H 1.31725 0.60858 1.16748
```

orbital gap	10.400	eV
net charge	0
energy above the lowest of the compared OMol25 structures with the same formula, charge and spin	91.7	kcal/mol
SMILES	C=CC#N.[H][H].C=O
E_tot	-7795.6667	eV
molar mass	85.1	u

These are the natural (NBO) partial charges, in e, on atoms 1 to 8: atom 1 (C): -0.26, atom 2 (C): -0.38, atom 3 (C): 0.24, atom 4 (N): -0.31, atom 5 (H): 0.22, atom 6 (H): 0.22, atom 7 (H): 0.25, atom 8 (H): -0.06



4.
Computed, not measured: the molecule C4H7NO, with ωB97M-V/def2-TZVPD.

The geometry in XYZ format:
```
13
C4H7NO ωB97M-V/def2-TZVPD
C -2.24765 0.12378 0.48130
N -0.81105 -0.02994 0.51760
C -0.20257 -0.13972 -0.58335
C 1.26697 -0.40155 -0.61659
C 2.16756 0.30833 0.30198
O 1.81463 -1.03988 0.52264
H -2.69392 -0.84524 0.72891
H -2.63640 0.44834 -0.49660
H -2.56424 0.83273 1.25179
H -0.71122 -0.06971 -1.55917
H 1.66047 -0.75725 -1.56986
H 3.20537 0.48140 0.01765
H 1.72531 1.02391 0.99446
```

orbital gap	11.007	eV
net charge	0
energy above the lowest of the compared OMol25 structures with the same formula, charge and spin	61.1	kcal/mol
SMILES	C/N=C/[C@H]1CO1
E_tot	-7796.9965	eV
molar mass	85.1	u

These are the natural (NBO) partial charges, in e, on atoms 1 to 8: atom 1 (C): -0.44, atom 2 (N): -0.38, atom 3 (C): 0.08, atom 4 (C): -0.01, atom 5 (C): -0.09, atom 6 (O): -0.46, atom 7 (H): 0.21, atom 8 (H): 0.17



5.
Computed, not measured: the molecule C4H7NO, with ωB97M-V/def2-TZVPD.

The geometry in XYZ format:
```
13
C4H7NO ωB97M-V/def2-TZVPD
C 1.90685 -0.29642 0.83013
C 0.75181 0.42239 0.18512
O 0.59765 1.64408 0.28594
C -0.09516 -0.40911 -0.65364
C -1.43814 -0.73563 -0.13838
N -1.28449 0.42964 -1.03503
H 1.59634 -1.28797 1.17565
H 2.32158 0.29446 1.64709
H 2.67808 -0.45040 0.06812
H -1.76841 -0.42136 0.85579
H -2.02272 -1.56110 -0.54550
H -1.49347 0.37260 -2.02019
H -1.26148 1.36325 -0.61025
```

orbital gap	8.822	eV
net charge	0
energy above the lowest of the compared OMol25 structures with the same formula, charge and spin	77.3	kcal/mol
SMILES	C/C([O-])=C1\C[NH2+]1
E_tot	-7796.2910	eV
molar mass	85.1	u

These are the natural (NBO) partial charges, in e, on atoms 1 to 8: atom 1 (C): -0.70, atom 2 (C): 0.50, atom 3 (O): -0.65, atom 4 (C): -0.29, atom 5 (C): -0.23, atom 6 (N): -0.57, atom 7 (H): 0.22, atom 8 (H): 0.23



6.
Computed, not measured: the molecule C4H7NO, with ωB97M-V/def2-TZVPD.

The geometry in XYZ format:
```
13
C4H7NO ωB97M-V/def2-TZVPD
C -1.37262 -0.12874 0.61644
C -0.30705 -0.79579 -0.22386
C 0.31095 -0.05933 -1.37441
N 1.05729 -0.31602 -0.17400
C 1.53325 0.65494 0.68453
O 2.01577 1.70971 0.34621
H -1.18473 -0.26779 1.68586
H -2.35171 -0.56036 0.39021
H -1.42399 0.94734 0.41590
H -0.38592 -1.87995 -0.30138
H 0.64255 -0.59783 -2.25960
H -0.01654 0.96605 -1.54453
H 1.48275 0.32777 1.73865
```

orbital gap	10.765	eV
net charge	0
energy above the lowest of the compared OMol25 structures with the same formula, charge and spin	39.3	kcal/mol
SMILES	C[C@H]1CN1C=O
E_tot	-7797.9390	eV
molar mass	85.1	u

These are the natural (NBO) partial charges, in e, on atoms 1 to 8: atom 1 (C): -0.64, atom 2 (C): -0.05, atom 3 (C): -0.24, atom 4 (N): -0.44, atom 5 (C): 0.54, atom 6 (O): -0.56, atom 7 (H): 0.22, atom 8 (H): 0.23



7.
Computed, not measured: the molecule C4H7NO at a distorted geometry, with ωB97M-V/def2-TZVPD.

The geometry in XYZ format:
```
13
C4H7NO ωB97M-V/def2-TZVPD
C -1.41283 -0.65425 0.39753
C -0.12382 -0.71072 -0.35920
C 0.22829 0.41642 -1.22809
N 0.71219 1.36513 -0.19743
C 1.42402 0.78642 0.71085
O 1.45944 -0.47672 0.94934
H -1.19408 -0.83525 1.45066
H -2.07362 -1.46561 0.05924
H -1.94055 0.30110 0.29314
H 0.36507 -1.65858 -0.44898
H 1.00938 0.17110 -1.96379
H -0.61071 0.89318 -1.76082
H 2.02782 1.47431 1.31488
```

orbital gap	9.079	eV
net charge	0
energy above the lowest of the compared OMol25 structures with the same formula, charge and spin	68.6	kcal/mol
E_tot	-7796.6678	eV
molar mass	85.1	u

These are the natural (NBO) partial charges, in e, on atoms 1 to 8: atom 1 (C): -0.70, atom 2 (C): 0.22, atom 3 (C): -0.35, atom 4 (N): -0.56, atom 5 (C): 0.42, atom 6 (O): -0.61, atom 7 (H): 0.26, atom 8 (H): 0.24



8.
Computed, not measured: the molecule C4H7NO, with ωB97M-V/def2-TZVPD.

The geometry in XYZ format:
```
13
C4H7NO ωB97M-V/def2-TZVPD
C 2.02639 -0.02141 0.16823
C 0.63074 -0.59885 0.23009
O 0.38062 -1.58282 0.89265
N -0.32818 0.00725 -0.61454
C -1.28220 0.97828 -0.07323
C -1.70333 -0.39913 -0.41993
H 2.32606 0.32908 1.16078
H 2.12948 0.78174 -0.56351
H 2.70300 -0.84099 -0.09588
H -1.21886 1.21880 0.98769
H -1.53294 1.81023 -0.72666
H -2.24303 -0.59004 -1.34318
H -1.88774 -1.09214 0.39748
```

orbital gap	10.806	eV
net charge	0
energy above the lowest of the compared OMol25 structures with the same formula, charge and spin	37.2	kcal/mol
SMILES	CC(=O)N1CC1
E_tot	-7798.0304	eV
molar mass	85.1	u

These are the natural (NBO) partial charges, in e, on atoms 1 to 8: atom 1 (C): -0.72, atom 2 (C): 0.69, atom 3 (O): -0.57, atom 4 (N): -0.47, atom 5 (C): -0.24, atom 6 (C): -0.25, atom 7 (H): 0.24, atom 8 (H): 0.23



9.
Computed, not measured: the molecule C4H7NO at a distorted geometry, with ωB97M-V/def2-TZVPD.

The geometry in XYZ format:
```
13
C4H7NO ωB97M-V/def2-TZVPD
C 1.46957 -0.70846 -0.08234
C 0.14111 -0.01441 -0.05514
C -1.10059 -0.69825 0.48773
O -2.10819 -0.78516 -0.18171
C -0.24586 1.38911 0.12819
N -0.30023 0.82012 -1.17645
H 1.38820 -1.63636 -0.65695
H 2.21353 -0.07264 -0.56662
H 1.82080 -0.96115 0.92350
H -1.01387 -1.28560 1.40504
H -1.26300 1.11928 0.81216
H 0.25975 2.31927 0.36945
H -1.26120 0.51428 -1.40686
```

orbital gap	11.128	eV
net charge	0
energy above the lowest of the compared OMol25 structures with the same formula, charge and spin	73.2	kcal/mol
SMILES	C[C@@]1(C=O)CN1
E_tot	-7796.4700	eV
molar mass	85.1	u

These are the natural (NBO) partial charges, in e, on atoms 1 to 8: atom 1 (C): -0.61, atom 2 (C): -0.04, atom 3 (C): 0.40, atom 4 (O): -0.54, atom 5 (C): -0.22, atom 6 (N): -0.57, atom 7 (H): 0.22, atom 8 (H): 0.24



10.
Computed, not measured: the molecule C4H7NO, with ωB97M-V/def2-TZVPD.

The geometry in XYZ format:
```
13
C4H7NO ωB97M-V/def2-TZVPD
C -0.71996 1.10126 0.88198
C 0.38977 0.55561 -0.01282
C 0.84886 -0.87778 0.32859
N 0.11465 -1.73033 -0.61246
C -0.34055 -0.94766 -1.49382
O -0.16455 0.38219 -1.36298
H -1.43775 1.59839 0.22878
H -1.23603 0.30338 1.42281
H -0.35984 1.81600 1.62467
H 1.20782 1.27102 -0.13538
H 1.92220 -1.03282 0.16447
H 0.63199 -1.17325 1.36014
H -0.85661 -1.26601 -2.39398
```

orbital gap	10.593	eV
net charge	0
energy above the lowest of the compared OMol25 structures with the same formula, charge and spin	24.5	kcal/mol
SMILES	C[C@H]1CN=CO1
E_tot	-7798.5804	eV
molar mass	85.1	u

These are the natural (NBO) partial charges, in e, on atoms 1 to 8: atom 1 (C): -0.64, atom 2 (C): 0.06, atom 3 (C): -0.28, atom 4 (N): -0.47, atom 5 (C): 0.38, atom 6 (O): -0.50, atom 7 (H): 0.23, atom 8 (H): 0.21